Record 1
126
Properties=species:S:1:pos:R:3 method="wB97M-V/def2-TZVPD" total_charge=0 smiles="C#C[C@@]1(CCCCCCCCOC(C)=O)OC(=O)O[C@@]1(C[C@H](C)Cl)S(=O)(=O)C(F)(F)C(F)(F)C(F)(F)C(F)(F)F.COC(=O)OC.COC(=O)OC.COC(=O)OC.COC(=O)OC.COC(=O)OC" mol_weight_g_mol=1091.34 e_homo_ha=-0.3836 fmax_ha_per_bohr=0.046 lumo_energy_ev=0.3
C -1.905 -1.870 4.456
C -1.880 -1.847 3.276
C -2.216 -1.575 1.895
C -2.560 -2.845 1.078
C -2.269 -4.174 1.785
C -2.613 -5.398 0.935
C -2.165 -5.358 -0.535
C -3.170 -4.742 -1.500
C -4.505 -5.495 -1.592
C -5.370 -4.838 -2.671
C -6.842 -4.680 -2.298
O -7.030 -4.484 -0.887
C -6.542 -3.320 -0.391
C -7.006 -2.016 -0.958
O -5.784 -3.354 0.535
O -3.432 -0.737 1.746
C -3.369 -0.315 0.476
O -4.251 0.057 -0.196
O -2.038 -0.367 0.027
C -1.276 -0.578 1.195
C 0.174 -1.011 1.046
C 0.433 -2.311 0.301
C 1.937 -2.581 0.359
Cl -0.011 -2.183 -1.434
S -1.145 1.058 2.118
O -1.941 1.081 3.307
O 0.233 1.388 2.354
C -1.832 2.442 1.052
F -1.425 3.567 1.698
F -3.177 2.433 1.081
C -1.324 2.511 -0.416
F -0.188 1.765 -0.530
F -2.230 1.991 -1.268
C -0.958 3.938 -0.931
F -0.659 3.772 -2.245
F 0.162 4.402 -0.328
C -2.094 5.018 -0.850
F -1.947 5.811 0.226
F -1.996 5.806 -1.940
F -3.310 4.465 -0.843
H -1.739 -1.862 5.504
H -2.003 -2.836 0.149
H -3.618 -2.864 0.848
H -2.945 -4.186 2.639
H -1.270 -4.220 2.211
H -3.669 -5.631 1.021
H -2.100 -6.246 1.387
H -1.282 -4.719 -0.592
H -1.858 -6.332 -0.906
H -2.730 -4.721 -2.497
H -3.408 -3.716 -1.229
H -4.965 -5.446 -0.614
H -4.271 -6.530 -1.828
H -4.951 -3.878 -2.965
H -5.326 -5.466 -3.559
H -7.457 -5.515 -2.604
H -7.232 -3.809 -2.821
H -6.902 -1.965 -2.037
H -8.054 -1.845 -0.726
H -6.435 -1.211 -0.517
H 0.583 -1.133 2.046
H 0.766 -0.243 0.562
H -0.040 -3.176 0.741
H 2.507 -1.661 0.296
H 2.162 -3.050 1.317
H 2.232 -3.300 -0.393
C 1.873 -7.981 -4.015
O 2.281 -6.931 -4.894
C 1.500 -5.852 -4.855
O 0.527 -5.713 -4.163
O 1.986 -4.959 -5.713
C 1.242 -3.741 -5.775
H 2.588 -8.787 -4.148
H 1.894 -7.645 -2.980
H 0.877 -8.334 -4.274
H 1.241 -3.240 -4.809
H 0.221 -3.933 -6.098
H 1.732 -3.106 -6.506
C 2.453 11.470 -0.386
O 1.607 10.590 0.358
C 1.590 9.340 -0.093
O 2.208 8.921 -1.037
O 0.772 8.624 0.673
C 0.672 7.252 0.283
H 2.372 12.445 0.085
H 3.487 11.134 -0.346
H 2.121 11.539 -1.420
H 1.644 6.766 0.350
H 0.279 7.172 -0.729
H -0.009 6.779 0.975
C 5.951 -4.803 2.260
O 5.977 -5.660 3.402
C 4.866 -5.626 4.135
O 3.893 -4.956 3.911
O 5.020 -6.460 5.160
C 3.896 -6.524 6.040
H 6.906 -4.923 1.756
H 5.149 -5.090 1.582
H 5.836 -3.764 2.561
H 3.013 -6.877 5.510
H 3.701 -5.551 6.486
H 4.156 -7.233 6.819
C 4.656 8.503 -6.968
O 4.740 7.635 -5.838
C 3.632 7.601 -5.093
O 2.625 8.222 -5.308
O 3.838 6.763 -4.084
C 2.725 6.629 -3.192
H 5.612 8.436 -7.478
H 3.863 8.184 -7.641
H 4.487 9.531 -6.652
H 1.858 6.233 -3.721
H 2.484 7.579 -2.725
H 3.025 5.922 -2.424
C 0.961 3.578 4.008
O 1.550 4.239 5.140
C 2.702 3.717 5.539
O 3.266 2.776 5.046
O 3.136 4.418 6.589
C 4.377 3.960 7.124
H 0.037 4.107 3.798
H 1.620 3.638 3.145
H 0.740 2.549 4.246
H 5.168 4.034 6.379
H 4.290 2.933 7.476
H 4.610 4.610 7.962

Record 2
118
Properties=species:S:1:pos:R:3 method="wB97M-V/def2-TZVPD" total_charge=0 smiles="O=C1OCCO1.O=C1OCCO1.O=C1OCCO1.O=C1OCCO1.O=C1OCCO1.O=C1OCCO1.O=C1OCCO1.CCCC#N.CCCC#N.CCCC#N.CCCC#N" mol_weight_g_mol=892.86 e_homo_ha=-0.3932 fmax_ha_per_bohr=0.102 lumo_energy_ev=0.4 relative_energy_kcal_mol=35.1
O -17.994 6.265 -0.204
C -17.235 5.933 0.680
O -16.111 5.256 0.497
C -15.576 4.759 1.681
C -16.293 5.671 2.728
O -17.378 6.203 1.955
H -15.694 3.688 1.832
H -14.494 4.914 1.664
H -15.609 6.514 2.959
H -16.660 5.227 3.630
O -16.602 6.165 6.077
C -16.854 5.125 6.595
O -17.928 4.840 7.338
C -17.963 3.389 7.543
C -16.457 3.007 7.343
O -15.976 4.066 6.545
H -18.349 3.113 8.519
H -18.457 2.907 6.759
H -16.440 2.031 6.861
H -15.981 2.888 8.308
O -23.917 4.895 1.706
C -22.853 5.352 1.352
O -22.219 6.327 2.011
C -21.035 6.777 1.288
C -20.965 5.755 0.127
O -22.147 4.967 0.264
H -21.215 7.807 0.870
H -20.179 6.756 1.941
H -20.006 5.173 0.251
H -20.960 6.230 -0.839
O -21.140 3.956 8.038
C -21.776 4.797 8.629
O -22.859 5.396 8.170
C -23.513 6.187 9.164
C -22.468 6.101 10.313
O -21.426 5.278 9.853
H -23.675 7.197 8.867
H -24.438 5.660 9.452
H -22.856 5.726 11.256
H -22.083 7.105 10.568
O -18.849 -2.801 7.144
C -19.532 -1.966 7.603
O -20.910 -2.003 7.648
C -21.455 -1.083 8.509
C -20.299 -0.046 8.587
O -19.070 -0.797 8.153
H -22.291 -0.667 7.972
H -21.767 -1.454 9.489
H -20.157 0.442 9.485
H -20.528 0.680 7.776
O -20.912 -0.251 2.670
C -19.858 -0.721 3.034
O -19.642 -1.353 4.154
C -18.280 -1.766 4.285
C -17.630 -0.937 3.112
O -18.782 -0.644 2.268
H -17.906 -1.330 5.208
H -18.097 -2.806 4.234
H -17.006 -1.653 2.522
H -17.105 -0.052 3.460
O -17.866 3.141 1.347
C -18.776 2.673 0.708
O -20.113 2.931 0.888
C -20.949 1.973 0.047
C -19.849 1.178 -0.697
O -18.608 1.836 -0.334
H -21.562 1.360 0.728
H -21.495 2.597 -0.651
H -20.026 1.318 -1.814
H -19.860 0.147 -0.408
C -26.220 3.458 5.348
C -25.447 4.543 4.591
C -26.277 5.807 4.518
C -26.453 6.260 5.879
N -26.521 6.675 6.984
H -26.744 3.861 6.217
H -25.551 2.703 5.681
H -27.066 3.005 4.807
H -25.239 4.208 3.623
H -24.494 4.874 5.107
H -27.201 5.606 4.054
H -25.734 6.562 3.982
C -23.872 0.414 4.228
C -23.108 -0.591 5.055
C -22.949 -1.902 4.204
C -24.234 -2.521 3.805
N -25.331 -2.852 3.601
H -23.894 1.449 4.654
H -24.863 0.144 4.053
H -23.240 0.598 3.378
H -23.654 -0.844 5.963
H -22.103 -0.225 5.325
H -22.324 -2.705 4.693
H -22.387 -1.597 3.283
C -21.984 8.529 4.958
C -20.620 8.181 5.426
C -20.028 9.144 6.438
C -20.675 9.119 7.698
N -21.147 9.097 8.781
H -22.161 7.798 4.137
H -22.007 9.588 4.643
H -22.657 8.330 5.781
H -19.931 8.120 4.635
H -20.619 7.172 5.825
H -20.072 10.163 6.028
H -18.955 8.934 6.545
C -21.630 3.429 3.891
C -20.515 4.389 4.400
C -19.128 3.857 4.102
C -18.833 2.491 4.412
N -18.481 1.430 4.808
H -22.564 3.952 4.026
H -21.571 2.459 4.328
H -21.358 3.308 2.816
H -20.534 4.769 5.398
H -20.689 5.293 3.861
H -18.438 4.449 4.730
H -18.770 3.983 3.072